#a
11 unconnected molecules or ions with the total composition C5H32O12, computed with ωB97M-V/def2-TZVPD.

Last column: natural (NBO) charge in e.
CARTESIAN COORDINATES (ANGSTROEM)
O1 -1.73 -3.44 -1.10  -0.948
H1 -1.20 -1.08 1.80  0.209
H2 0.53 4.56 0.14  0.488
H3 1.32 -0.93 -1.13  0.479
H4 -2.78 -0.61 -0.42  0.470
H5 3.32 -0.86 1.46  0.466
H6 -0.81 -1.56 4.44  0.199
H7 -1.80 0.03 2.98  0.205
H8 4.01 1.66 -2.46  0.468
H9 0.40 1.29 2.90  0.193
O2 3.85 -1.39 2.07  -0.932
O3 -3.93 1.93 1.13  -0.942
H10 1.63 0.45 -1.34  0.475
H11 -4.25 -0.99 -0.35  0.468
C1 0.62 -2.32 2.99  -0.053
H12 -1.22 -3.26 -4.10  0.459
H13 -2.09 -2.91 -1.81  0.470
H14 1.27 -2.79 3.72  0.164
C2 -0.14 -1.15 3.70  -0.414
H15 -3.94 2.67 1.74  0.465
H16 1.50 5.31 -0.80  0.457
C3 -0.03 0.77 2.05  -0.433
H17 -0.56 0.87 -3.68  0.473
O4 0.57 5.20 -0.58  -0.949
H18 3.85 2.64 -1.33  0.477
H19 0.66 -0.55 4.14  0.200
O5 1.96 -0.28 -4.12  -0.946
H20 -2.24 -3.36 -0.30  0.477
H21 0.60 1.90 -0.21  0.479
C4 -0.87 -0.39 2.57  -0.406
O6 -0.43 -2.73 -4.26  -0.928
H22 -0.24 0.10 -4.93  0.476
H23 -3.93 2.31 0.24  0.481
C5 -0.80 1.79 1.23  -0.049
H24 2.27 0.61 -4.31  0.474
O7 -0.92 0.67 -4.56  -0.947
O8 -0.05 2.46 0.23  -0.755
H25 -1.24 2.54 1.90  0.165
H26 2.77 -0.79 -4.00  0.473
O9 -3.64 -0.36 -0.77  -0.937
O10 -0.32 -3.28 2.51  -0.730
O11 3.36 2.23 -2.04  -0.943
H27 -0.50 -3.88 3.23  0.468
H28 4.74 -1.05 1.94  0.468
H29 -1.65 1.37 0.70  0.177
H30 1.22 -1.85 2.22  0.168
H31 0.76 0.43 1.42  0.202
H32 -0.79 -1.91 -3.88  0.468
O12 0.89 -0.07 -0.98  -0.950

Results
LUMO = -0.5 eV
SMILES string = OCCCCCO.O.O.O.O.O.O.O.O.O.O
Gap between HOMO and LUMO = 9.322 eV


#b
13 unconnected molecules or ions with the total composition C5H32O12, computed with ωB97M-V/def2-TZVPD.

Last column: natural (NBO) charge in e.
CARTESIAN COORDINATES (ANGSTROEM)
H1 -0.74 -3.45 1.49  0.244
H2 2.90 1.10 -2.43  0.491
O1 -2.64 2.79 -1.47  -0.945
H3 1.97 2.46 2.58  0.487
H4 2.65 2.32 -1.55  0.478
H5 0.71 -1.57 4.17  0.500
H6 -2.47 0.36 -3.73  0.485
O2 0.00 2.23 -2.94  -0.992
H7 -1.54 0.80 -2.56  0.509
H8 1.93 0.13 3.56  0.512
O3 2.68 2.04 -2.47  -0.961
O4 0.57 -0.62 4.09  -0.959
C1 -1.02 1.09 1.03  -0.231
H9 1.98 -0.46 -0.18  0.466
H10 -1.72 3.08 -1.54  0.484
H11 -0.06 -0.32 3.42  0.505
H12 1.94 -2.44 0.33  0.484
H13 0.56 1.98 -0.12  0.183
H14 -3.43 -1.01 -1.84  0.489
O5 -2.16 0.12 -2.86  -0.989
O6 0.82 -0.65 -2.66  -0.984
H15 -2.25 -2.94 2.27  0.227
H16 3.48 0.50 3.26  0.483
H17 0.54 1.75 -2.30  0.494
H18 -0.71 -0.65 -0.31  0.220
H19 -2.08 -3.03 0.59  0.238
O7 -0.54 -2.88 -1.73  -0.963
H20 1.21 -1.53 -2.70  0.483
C2 -0.91 -0.33 0.71  -0.264
H21 -1.75 -0.79 2.53  0.182
C3 -0.27 2.09 0.57  -0.378
H22 -0.33 3.09 0.99  0.216
H23 -2.88 2.53 -2.36  0.464
H24 -0.37 -3.04 -0.80  0.474
H25 2.68 0.48 0.84  0.504
H26 2.60 -3.85 0.94  0.497
O8 -3.52 -1.47 -0.98  -0.964
H27 -0.13 -0.75 -2.62  0.500
H28 -3.06 -0.77 -0.49  0.470
O9 2.58 0.57 2.95  -1.025
H29 2.01 3.50 1.59  0.450
O10 1.90 3.42 2.55  -0.943
O11 1.94 -3.16 0.95  -0.979
H30 -1.50 -2.97 -1.79  0.492
C4 -1.53 -2.70 1.49  -0.705
H31 0.66 2.44 -3.61  0.499
C5 -1.39 -1.21 1.60  -0.164
H32 -1.85 1.39 1.66  0.211
O12 2.55 0.31 -0.10  -0.975

Results
LUMO = 0.1 eV
Gap between HOMO and LUMO = 9.220 eV


Going by the energies, #b is most stable and the next is 0.0085 hartree up.


#a
2 unconnected molecules or ions with the total composition C5H6N2O3, computed with ωB97M-V/def2-TZVPD.

Last column: natural (NBO) charge in e.
CARTESIAN COORDINATES (ANGSTROEM)
H1 -0.97 -2.10 1.29  0.373
C1 -2.44 -0.24 -0.30  0.658
O1 -3.04 -1.02 -1.00  -0.553
H2 -2.63 1.22 1.05  0.493
H3 1.26 -2.65 1.14  0.198
N1 -0.46 -1.40 0.58  -0.582
C2 1.91 1.90 -0.97  -0.795
C3 0.84 -1.85 0.52  0.235
C4 -1.01 -0.49 -0.18  0.102
H4 1.69 2.29 -1.91  0.273
C5 1.06 1.82 -0.03  0.745
H5 1.74 -0.49 -0.46  0.341
N2 1.89 -1.31 0.03  -0.593
H6 2.94 1.88 -0.85  0.269
O2 -3.07 0.85 0.30  -0.687
O3 0.29 1.60 0.80  -0.476

Results
LUMO = -0.2 eV
Gap between HOMO and LUMO = 8.980 eV


#b
C5H6N2O3 in the gas phase, computed with ωB97M-V/def2-TZVPD.

Last column: natural (NBO) charge in e.
CARTESIAN COORDINATES (ANGSTROEM)
N1 -2.84 -0.66 0.09  0.471
N2 -0.60 2.03 0.46  -0.478
O1 -3.91 -0.49 0.75  -0.422
O2 -2.89 -0.93 -1.13  -0.431
H1 1.37 1.67 0.57  0.192
H2 1.44 -0.18 -0.76  0.235
H3 -0.67 -1.45 -0.48  0.254
H4 -1.95 -0.18 1.76  0.229
H5 0.23 -1.14 0.99  0.221
O3 -2.77 2.19 -0.44  -0.416
H6 -0.02 0.24 -1.67  0.248
C1 -0.44 -0.76 0.21  -0.435
C2 -1.76 1.85 0.00  0.853
C3 -1.69 -0.18 0.78  -0.238
C4 0.45 1.44 0.02  0.200
C5 0.42 0.17 -0.67  -0.482

Results
LUMO (spin up / spin down) = -1.1 / -1.1 eV
Gap between HOMO and LUMO (spin up / spin down) = 8.015 / 8.016 eV


#c
C5H6N2O3 in the gas phase, computed with ωB97M-V/def2-TZVPD.

Last column: natural (NBO) charge in e.
CARTESIAN COORDINATES (ANGSTROEM)
O1 -2.81 -1.40 0.43  -0.685
N1 0.20 0.38 -0.35  -0.593
H1 3.34 0.10 0.05  0.215
C1 -1.48 -1.14 0.01  0.782
O2 -0.83 -2.06 -0.40  -0.525
H2 2.60 0.80 -1.37  0.204
H3 0.18 0.51 -1.22  0.383
C2 -0.96 0.28 0.41  -0.285
O3 1.52 -0.08 1.57  -0.587
C3 1.47 0.21 0.37  0.710
C4 -1.98 1.30 0.13  0.242
H4 2.84 -0.58 -1.04  0.210
H5 -3.31 -0.43 0.51  0.491
N2 -2.78 2.05 -0.10  -0.268
H6 -0.66 0.02 1.50  0.335
C5 2.67 0.05 -0.51  -0.626

Results
LUMO = 0.4 eV
SMILES string = CC(=O)N[C@@H](C#N)C(=O)O
Gap between HOMO and LUMO = 11.100 eV


Going by the energies, #a is most stable and the next is 0.0059 hartree up.


#a
2 unconnected molecules or ions with the total composition C4H11NO, computed with ωB97M-V/def2-TZVPD.

Last column: natural (NBO) charge in e.
CARTESIAN COORDINATES (ANGSTROEM)
H1 3.02 0.42 0.74  0.253
H2 -3.14 -0.50 0.51  0.194
C1 1.02 0.26 0.16  -0.263
N1 -0.41 0.27 0.49  -0.642
H3 -0.96 -1.69 0.22  0.171
C2 -2.58 -0.49 -0.42  -0.608
O1 2.59 -0.68 -1.63  -0.981
H4 -0.64 -0.91 -1.30  0.192
C3 -1.08 -0.73 -0.31  -0.213
C4 2.09 0.90 1.05  -0.621
H5 1.41 -0.75 -0.02  0.253
H6 -0.78 1.20 0.31  0.330
H7 -3.00 -1.28 -1.04  0.198
H8 1.88 0.84 2.12  0.175
H9 -2.77 0.46 -0.92  0.186
H10 2.21 1.98 0.87  0.171
H11 1.16 0.71 -0.83  0.206

Results
LUMO (spin up / spin down) = 3.8 / 3.8 eV
Gap between HOMO and LUMO (spin up / spin down) = 6.761 / 5.855 eV
Spin multiplicity = 2
Net charge = -1


#b
2 unconnected molecules or ions with the total composition C4H11NO, computed with ωB97M-V/def2-TZVPD.

Last column: natural (NBO) charge in e.
CARTESIAN COORDINATES (ANGSTROEM)
C1 0.03 1.28 2.35  -0.621
H1 -0.63 0.82 3.09  0.190
H2 -0.68 1.68 1.65  0.209
H3 1.27 -0.97 -1.59  0.316
H4 1.33 0.71 -1.59  0.370
N1 0.79 -0.11 -1.85  -0.925
H5 -1.47 -1.72 -2.97  0.235
H6 1.50 -0.18 2.65  0.182
H7 0.46 -0.57 1.27  0.194
H8 -2.27 -1.34 -1.68  0.224
C2 1.03 0.22 1.79  -0.802
H9 -0.82 -2.11 -1.45  0.184
C3 -0.65 -0.05 -1.92  0.594
H10 1.89 0.57 1.15  0.187
O1 -1.16 1.03 -1.75  -0.640
C4 -1.25 -1.34 -1.97  -1.078
H11 0.64 2.09 2.82  0.182

Results
LUMO (spin up / spin down) = 4.2 / 4.1 eV
Gap between HOMO and LUMO (spin up / spin down) = 2.975 / 10.061 eV
Spin multiplicity = 2
Net charge = -1


Going by the energies, #b is most stable and the next is 0.0642 hartree up.


#a
2 unconnected molecules or ions with the total composition C2HN2O2, computed with ωB97M-V/def2-TZVPD.

Last column: natural (NBO) charge in e.
CARTESIAN COORDINATES (ANGSTROEM)
C1 0.49 1.03 0.25  0.218
C2 -1.82 -0.20 -0.03  0.718
O1 2.66 0.27 -0.48  -0.642
N1 -0.97 -0.43 0.73  -0.736
H1 1.03 -0.81 0.10  0.382
O2 -2.84 -0.07 -0.56  -0.634
N2 1.44 0.22 -0.02  -0.306

Results
LUMO = 4.2 eV
Gap between HOMO and LUMO = 8.625 eV
Net charge = -1


#b
A gas-phase ion, C2HN2O2 (charge -1), computed with ωB97M-V/def2-TZVPD.

Last column: natural (NBO) charge in e.
CARTESIAN COORDINATES (ANGSTROEM)
H1 0.64 1.43 -0.20  0.212
C1 0.25 0.39 -0.17  -0.402
O1 -1.78 1.03 0.10  -0.536
N1 -1.03 0.06 0.02  0.481
C2 1.15 -0.58 -0.05  0.274
N2 2.13 -1.16 0.14  -0.479
O2 -1.35 -1.17 0.17  -0.550

Results
LUMO = 4.5 eV
SMILES string = N#CC=[N+]([O-])[O-]
Gap between HOMO and LUMO = 8.185 eV
Net charge = -1


Going by the energies, #b is most stable and the next is 0.0565 hartree up.


#a
2 unconnected molecules or ions with the total composition C2H6N2O4, computed with ωB97M-V/def2-TZVPD.

Last column: natural (NBO) charge in e.
CARTESIAN COORDINATES (ANGSTROEM)
O1 1.12 0.37 -1.13  -0.344
C1 -2.34 -0.62 0.12  -0.492
H1 3.43 0.58 0.87  0.238
N1 1.61 -0.06 -0.10  0.537
O2 -1.88 1.47 -0.77  -0.378
H2 3.53 0.42 -0.88  0.229
N2 -2.62 0.85 -0.03  0.536
H3 3.41 -1.06 0.05  0.234
C2 3.11 -0.01 0.02  -0.487
O3 1.02 -0.55 0.84  -0.398
H4 -2.99 -0.95 0.92  0.224
H5 -2.57 -1.05 -0.85  0.230
O4 -3.56 1.32 0.57  -0.383
H6 -1.29 -0.72 0.37  0.254

Results
LUMO = 0.1 eV
SMILES string = C[N+](=O)[O-].C[N+](=O)[O-]
Gap between HOMO and LUMO = 10.795 eV


#b
2 unconnected molecules or ions with the total composition C2H6N2O4, computed with ωB97M-V/def2-TZVPD.

Last column: natural (NBO) charge in e.
CARTESIAN COORDINATES (ANGSTROEM)
H1 -2.46 0.35 0.40  0.191
H2 -0.55 1.24 -1.01  0.424
H3 0.23 0.27 -2.22  0.397
H4 -1.78 -0.16 1.87  0.206
H5 -0.91 1.12 0.97  0.188
O1 0.89 -1.67 -0.84  -0.684
O2 2.48 -0.33 0.68  -0.466
N1 1.52 0.39 0.47  0.374
O3 -0.77 -0.93 0.49  -0.490
C1 0.10 -0.68 -0.53  0.862
C2 -1.57 0.15 0.91  -0.271
N2 -0.31 0.32 -1.43  -0.839
H6 1.67 -1.64 -0.30  0.530
O4 1.46 1.58 0.54  -0.422

Results
LUMO = 0.7 eV
Gap between HOMO and LUMO = 9.553 eV


Going by the energies, #b is most stable and the next is 0.0680 hartree up.


#a
A gas-phase ion, C7H13O (charge -1), computed with ωB97M-V/def2-TZVPD.

Last column: natural (NBO) charge in e.
CARTESIAN COORDINATES (ANGSTROEM)
H1 0.80 2.42 2.06  0.190
O1 2.35 -1.35 -3.15  -0.951
H2 -0.44 -0.52 -2.81  0.179
C1 -0.08 1.79 2.19  -0.140
C2 0.07 0.45 1.51  -0.446
H3 1.54 -2.44 -1.61  0.050
H4 0.63 -2.55 -3.13  0.048
H5 -0.27 -0.36 2.16  0.198
H6 -1.19 3.13 3.40  0.187
C3 -1.12 2.16 2.91  -0.430
H7 0.34 -1.58 -0.03  0.190
H8 -1.74 0.39 0.28  0.186
C4 -0.66 0.35 0.18  -0.387
C5 1.27 -1.84 -2.52  0.021
H9 -1.22 -1.52 -0.77  0.181
C6 0.28 -0.69 -2.01  -0.469
H10 1.01 0.12 -1.97  0.203
H11 -1.96 1.49 3.06  0.185
H12 1.13 0.26 1.33  0.212
H13 -0.45 1.21 -0.46  0.200
C7 -0.30 -0.93 -0.62  -0.405

Results
LUMO = 3.3 eV
SMILES string = C=CCCCCC[O-]
Gap between HOMO and LUMO = 5.398 eV
Net charge = -1


#b
A molecular structure, C7H13O, computed with ωB97M-V/def2-TZVPD.

Last column: natural (NBO) charge in e.
CARTESIAN COORDINATES (ANGSTROEM)
H1 4.55 -0.67 -1.90  -0.031
C1 -0.06 -0.56 -1.00  -0.497
H2 -0.35 1.88 2.89  0.208
O1 1.04 0.33 -3.03  -0.934
C2 -0.82 1.69 1.92  -0.648
H3 -0.68 2.57 1.24  0.227
C3 0.33 0.50 -0.03  -0.184
H4 -0.48 -1.58 -0.56  0.168
H5 1.98 -0.61 -1.44  0.040
H6 -1.97 1.61 2.05  0.193
H7 -2.12 -0.86 0.75  0.214
H8 -1.56 -0.19 2.55  0.294
H9 4.03 -1.12 -2.24  0.030
H10 1.09 -1.69 -2.56  0.060
H11 -2.04 -1.99 2.28  0.202
C4 -0.42 -0.59 2.09  -0.134
C5 -1.70 -1.11 1.76  -0.500
H12 0.84 1.31 -0.51  0.223
C6 -0.15 0.55 1.26  -0.145
H13 -1.02 -0.37 -1.60  0.202
C7 1.05 -0.64 -2.13  0.012

Results
LUMO = 3.5 eV
Gap between HOMO and LUMO = 5.825 eV
Net charge = -1


#c
A gas-phase ion, C7H13O (charge -1), computed with ωB97M-V/def2-TZVPD.

Last column: natural (NBO) charge in e.
CARTESIAN COORDINATES (ANGSTROEM)
H1 -0.80 0.93 2.80  0.203
H2 0.90 -1.73 -0.19  0.179
C1 2.54 -0.67 -1.02  0.020
H3 1.45 0.65 0.92  0.200
C2 -2.00 0.54 0.01  -0.283
C3 1.03 -0.81 -0.67  -0.445
H4 0.76 1.45 -0.50  0.213
C4 -3.33 0.55 0.64  -0.628
C5 -0.75 0.01 2.17  -0.660
C6 0.64 0.42 0.10  -0.441
H5 -3.60 1.64 0.98  0.193
O1 2.69 -0.31 -2.25  -0.936
C7 -0.77 0.31 0.63  0.081
H6 0.37 -0.74 -1.62  0.203
H7 -3.42 -0.16 1.60  0.203
H8 -4.17 0.39 0.01  0.207
H9 -1.89 0.82 -1.01  0.200
H10 -1.58 -0.59 2.53  0.194
H11 2.97 -1.71 -0.88  0.033
H12 0.20 -0.50 2.46  0.214
H13 3.16 -0.04 -0.28  0.049

Results
LUMO = 3.4 eV
SMILES string = C/C=C(\C)CCC[O-]
Gap between HOMO and LUMO = 5.354 eV
Net charge = -1


Going by the energies, #a is most stable and the next is 0.0375 hartree up.